This record from the OMol25 dataset describes a single C16H10FN3O2 molecule at a distorted geometry. The level of theory is ωB97M-V/def2-TZVPD.

```
32
Properties=species:S:1:pos:R:3:lowdin_charge:R:1
O 3.31 1.18 -0.96 0.05
C 2.48 0.40 -1.60 -0.36
N 2.73 -0.33 -2.73 0.16
C 1.73 -1.19 -2.82 -0.19
C 1.61 -2.20 -3.89 -0.23
F 2.44 -2.48 -4.80 0.15
C 0.58 -3.06 -3.87 -0.05
C -0.32 -3.03 -2.86 -0.09
C -0.29 -1.98 -1.87 0.02
C 0.86 -1.12 -1.84 -0.18
C 1.24 -0.07 -1.05 0.02
C 0.47 0.45 0.08 -0.08
N -0.96 0.42 -0.06 0.12
C -1.53 1.03 1.04 -0.23
C -2.84 1.27 1.37 -0.02
C -3.24 1.65 2.64 -0.07
C -2.25 1.94 3.59 -0.06
C -0.90 1.80 3.16 -0.03
C -0.52 1.35 1.92 -0.08
C 0.83 1.02 1.26 -0.07
N 2.00 1.14 1.95 0.06
O 2.20 1.41 3.40 0.00
H 0.34 -3.78 -4.76 0.17
H -1.15 -3.74 -2.69 0.11
H -0.96 -1.93 -1.05 0.08
H -1.56 0.12 -0.87 0.18
H -3.62 0.85 0.72 0.12
H -4.26 1.79 2.92 0.10
H -2.50 2.09 4.62 0.10
H -0.18 2.30 3.83 0.10
H 2.88 1.04 1.36 0.17
H 1.37 1.67 3.86 0.07
```

- SMILES = O=C1N=c2c(F)cccc2=C1c1[nH]c2ccccc2c1NO
- E (hartree) = -1030.1079
- highest occupied orbital energy (eV) = -7.46
- charge = 0